Record 1
Formula: C13H19N2
Source: the Open Molecules 2025 dataset
Level of theory: ωB97M-V with the def2-TZVPD basis set

The molecular weight is 203.31 g/mol. Its LUMO energy is -0.1084 hartree. Its energy relative to the best compared isomer or geometry (same formula, charge and spin) is 96.2 kcal per mole. As for the largest force on an atom: 0.1014 hartree/bohr. Its energy is -16759.1361 eV. The value obtained for the orbital gap is 9.2 eV. Its SMILES is C=N[C@@]([NH2+]C)(/C(C)=C\C)c1ccccc1.

Structure (ORCA input):
```
! RIJCOSX wB97M-V def2-TZVPD def2/J DEFGRID3
* xyz 1 1
H 1.57 2.99 -2.15
N 0.73 1.51 -0.98
H 1.48 1.80 2.26
H 2.45 0.77 0.79
H 0.34 0.87 3.10
H -1.87 -3.24 1.13
H -2.50 -3.73 -1.03
H 2.05 -1.93 -0.32
H -3.31 0.94 0.24
C -1.58 1.72 0.82
C -1.48 -2.62 0.39
C -0.71 -1.53 0.62
C -0.31 -0.67 -0.44
C -2.45 1.32 -0.19
C -0.48 -1.12 -1.76
C -1.83 -2.98 -0.96
C 0.51 0.53 -0.06
C 1.67 2.25 -1.33
H 2.71 -0.46 -1.19
C -1.22 -2.24 -2.01
H 1.85 -0.53 1.43
C -0.31 1.28 1.07
H -0.07 -0.38 -2.59
H 2.63 2.25 -0.95
H -2.00 0.64 -0.88
H -2.60 2.29 -0.73
H 0.08 2.60 3.03
C 0.35 1.67 2.39
N 1.90 -0.15 0.54
C 2.68 -1.09 -0.33
H 3.73 -1.21 -0.03
H -2.10 2.26 1.57
H -1.40 -2.47 -3.11
H -0.51 -1.35 1.63
*
```

Here are the natural (NBO) charges for atoms 1 to 5, given in e: number 1, H, carries 0.204; number 2, N, carries -0.411; number 3, H, carries 0.174; number 4, H, carries 0.423; number 5, H, carries 0.217



Record 2
Formula: C12H18OSi
Source: the Open Molecules 2025 dataset
Level of theory: ωB97M-V with the def2-TZVPD basis set

The molecular weight is 206.36 g/mol. Its LUMO energy is 0.0244 hartree. Its energy relative to the best compared isomer or geometry (same formula, charge and spin) is 76.9 kcal per mole. As for the largest force on an atom: 0.0981 hartree/bohr. Its energy is -22659.0518 eV. The value obtained for the orbital gap is 9.0 eV.

Structure (ORCA input):
```
! RIJCOSX wB97M-V def2-TZVPD def2/J DEFGRID3
* xyz 0 1
H 1.13 -3.19 0.76
H -0.42 -2.66 -1.91
C -2.25 0.57 1.23
C 1.08 2.38 1.89
H 1.30 4.40 2.41
H 0.26 0.93 -2.67
C -1.18 1.70 1.43
H 0.55 1.48 -0.93
Si -0.08 -0.96 0.59
C 0.18 1.37 1.64
C 0.43 -0.60 -1.20
C 1.90 -0.91 -1.48
H -2.95 0.79 0.31
H 2.09 2.14 1.92
C -1.67 2.97 1.52
H -1.00 1.06 -1.54
C -0.46 -1.58 -2.04
H -0.59 -3.34 0.83
H -1.02 4.94 1.95
C 0.61 3.72 2.06
H -2.88 0.58 2.11
H -2.66 3.21 1.52
H 2.62 -0.25 -0.91
H -1.42 -1.14 -1.72
O -1.62 -0.62 0.97
H -0.16 -1.35 -3.02
C 0.28 -2.75 1.22
C -0.01 0.84 -1.62
C -0.75 3.97 2.03
H 0.27 -2.96 2.33
H 1.98 -0.78 -2.57
H 2.10 -1.85 -1.13
*
```

Here are the natural (NBO) charges for atoms 1 to 5, given in e: number 1, H, carries 0.238; number 2, H, carries 0.213; number 3, C, carries -0.050; number 4, C, carries -0.265; number 5, H, carries 0.203



Record 3
Formula: C16H34InNO7P
Source: the Open Molecules 2025 dataset
Level of theory: ωB97M-V with the def2-TZVPD basis set

The molecular weight is 498.24 g/mol. Its LUMO energy is 0.0830 hartree. As for the largest force on an atom: 0.0291 hartree/bohr. Its energy is -47428.2711 eV. The value obtained for the orbital gap is 6.1 eV.

Structure (ORCA input):
```
! RIJCOSX wB97M-V def2-TZVPD def2/J DEFGRID3
* xyz -1 1
H 2.33 3.24 4.81
H -0.03 0.00 -2.25
H 1.53 -3.50 -1.49
O 1.51 3.65 -0.59
H 2.79 1.56 6.78
H -3.20 -0.68 -2.40
H -0.17 -0.64 3.38
C -1.15 -0.56 -5.01
H -4.21 0.53 -1.65
H -0.38 4.19 0.09
C 3.82 1.85 6.55
P 0.26 -1.65 2.46
C -0.45 -2.60 -3.81
H 3.88 3.92 4.25
H 1.66 -1.71 2.51
H 0.50 -4.53 -2.40
H 5.08 1.91 4.81
C 1.24 2.31 -0.20
C 3.29 3.01 4.34
H -5.55 -1.03 -0.56
H -0.33 -2.33 -5.88
O 3.04 2.45 3.05
C 4.02 1.89 5.05
H 1.41 -0.09 -1.31
H -0.10 2.15 -1.84
C -0.45 -3.43 -0.79
C 0.37 4.48 -0.63
H 0.69 5.49 -0.49
O 2.63 0.34 2.35
H 1.09 2.24 0.87
C -4.20 -0.46 -2.07
O 0.51 -2.52 -2.90
H -1.17 -0.03 -4.08
C 0.36 0.16 -1.26
H 4.04 2.82 6.99
H -2.82 -0.36 1.18
In -0.66 -1.37 0.02
H 2.13 1.76 -0.40
H 4.47 1.10 7.00
H -5.02 -2.37 -1.58
H -0.81 0.15 -5.75
O -0.26 -2.98 2.96
O 3.45 0.73 4.42
C 0.09 1.64 -0.91
H -4.26 -1.95 0.95
H -1.39 -3.83 -1.13
H -4.83 -0.49 -2.95
H -0.80 1.68 -0.32
H -0.11 4.41 -1.60
H 0.81 -1.34 -4.94
H -2.15 -0.85 -5.28
C -0.19 -1.73 -4.99
N -2.70 -0.76 0.27
C 0.55 -3.57 -1.91
H -0.11 -4.08 0.01
C -3.67 -1.81 0.05
O -1.46 -3.27 -3.72
C -4.70 -1.47 -1.07
C 3.00 1.10 3.18
H -3.23 -2.77 -0.16
*
```

Here are the Mulliken charges for atoms 1 to 5, given in e: number 1, H, carries 0.313; number 2, H, carries -0.371; number 3, H, carries 0.301; number 4, O, carries -0.484; number 5, H, carries 0.358